Run 1
ORCA calculation (ωB97M-V/def2-TZVPD) on 2 unconnected molecules or ions with the total composition C2H10N2.

Kohn-Sham gap ... 9.9 eV
2S+1 ... 1
Charge ... 0
HOMO ... -8.728 eV
E_LUMO ... 1.18 eV

```
14
C2H10N2, DFT ωB97M-V/def2-TZVPD
C -1.01199 0.14879 -0.55212
N 0.09827 0.70736 0.35863
C -0.43051 0.80712 1.75248
H -1.27415 -0.88252 -0.41458
H -1.80543 0.79514 -0.35236
H -0.89158 0.38912 -1.66047
H 0.56825 1.58679 0.27326
H -1.39067 1.17220 1.87459
H 0.36598 1.36683 2.35191
H -0.38316 -0.21590 2.18381
N 1.23586 -1.46501 -1.54864
H 1.62085 -2.36719 -1.21884
H 1.92404 -1.17260 -2.27514
H 1.37424 -0.87014 -0.77254
```

---

Run 2
ORCA calculation (ωB97M-V/def2-TZVPD) on 2 unconnected molecules or ions with the total composition C2H10N2.

Kohn-Sham gap ... 9.9 eV
2S+1 ... 1
Charge ... 0
HOMO ... -9.167 eV
E_LUMO ... 0.75 eV

```
14
C2H10N2, DFT ωB97M-V/def2-TZVPD
C 0.96523 -0.65535 -2.93189
N 0.08240 0.25347 -3.71253
H 0.99102 -1.62970 -3.44821
H 0.63303 -0.81664 -1.89255
H 1.98665 -0.23941 -2.91424
H -0.07320 1.12689 -3.19715
H -0.84724 -0.14564 -3.88325
C -0.96409 0.55848 3.39220
N 0.15299 -0.26949 3.13529
H -1.08845 1.14849 2.46861
H -0.73906 1.24845 4.22281
H -1.91426 0.04275 3.61084
H -0.09729 -0.93077 2.39181
H 0.91228 0.30845 2.75828
```

---

Stability ranking, top entry: run 2; the second entry is 49.4 kJ/mol less favorable.

---

Run 1
ORCA calculation (ωB97M-V/def2-TZVPD) on 2 unconnected molecules or ions with the total composition C5H6NS.

Kohn-Sham gap (alpha / beta) ... 6.4 / 6.9 eV
2S+1 ... 1
Charge ... +1
HOMO (alpha / beta) ... -13.814 / -14.125 eV
E_LUMO (alpha / beta) ... -7.43 / -7.22 eV

```
13
C5H6NS, DFT ωB97M-V/def2-TZVPD
C 2.10510 -0.66451 -0.05700
C 2.96142 -1.02335 0.70670
C -1.10454 -1.45532 -0.27793
C -1.72147 0.89056 0.23177
C -0.32436 -0.45292 -0.95404
N -0.73480 0.76087 -0.73905
S -2.54992 -0.77452 0.36760
H 1.13954 -0.63868 -0.75465
H -0.97176 -2.51978 -0.54704
H -1.37935 1.13755 1.26795
H -2.58171 1.42694 -0.16539
H 3.92923 -0.96212 1.21376
H -0.37614 1.57430 -1.15019
```

---

Run 2
ORCA calculation (ωB97M-V/def2-TZVPD) on a gas-phase ion, C5H6NS (charge +1).

Kohn-Sham gap (alpha / beta) ... 6.9 / 6.9 eV
2S+1 ... 1
Charge ... +1
HOMO (alpha / beta) ... -13.635 / -13.636 eV
E_LUMO (alpha / beta) ... -6.71 / -6.71 eV

```
13
C5H6NS, DFT ωB97M-V/def2-TZVPD
C -0.22348 -1.21919 0.80162
C -0.66547 0.52211 -0.72358
C -0.94284 -0.11485 -1.76446
C -0.23103 0.19848 0.70204
C 1.27578 0.74508 0.92179
N -0.63529 -2.19377 0.25480
S -1.08417 -2.97436 -0.97684
H -0.32960 1.58290 -1.03495
H -1.49718 -0.04258 -2.66688
H -0.80708 0.77129 1.56126
H 2.09807 0.50365 0.20673
H 1.66573 0.34398 1.88344
H 1.37658 1.87726 0.83503
```

---

Stability ranking, top entry: run 2; the second entry is 56.2 kJ/mol less favorable.

---

Run 1
ORCA calculation (ωB97M-V/def2-TZVPD) on 2 unconnected molecules or ions with the total composition C6H9NO2.

Kohn-Sham gap ... 10.3 eV
2S+1 ... 1
Charge ... 0
HOMO ... -9.666 eV
E_LUMO ... 0.64 eV

```
18
C6H9NO2, DFT ωB97M-V/def2-TZVPD
C 5.23313 2.22697 4.14883
C 4.75881 2.26757 2.71943
C 4.52433 1.02077 1.95339
O 3.79670 -0.06524 2.49094
C 2.81638 0.80630 3.09241
C 3.34790 1.96804 2.24423
C 2.58141 2.57945 1.18324
N 2.35396 3.02371 0.10737
H 4.91723 1.30856 4.65955
H 6.33107 2.25515 4.17776
H 4.86419 3.10147 4.70093
H 5.19968 3.04641 2.09182
H 5.07182 0.80224 1.03522
H 1.80819 0.47747 2.81316
H 2.81653 0.84603 4.18895
O 2.12602 -0.12615 -0.14905
H 2.65753 -0.46443 0.59149
H 2.26979 0.77935 -0.76965
```

---

Run 2
ORCA calculation (ωB97M-V/def2-TZVPD) on C6H9NO2 in the gas phase.

Kohn-Sham gap (alpha / beta) ... 7.3 / 7.3 eV
2S+1 ... 1
Charge ... 0
HOMO (alpha / beta) ... -7.244 / -7.244 eV
E_LUMO (alpha / beta) ... 0.06 / 0.06 eV

```
18
C6H9NO2, DFT ωB97M-V/def2-TZVPD
C -0.65559 0.52095 0.06914
C 0.85122 -0.90360 0.31229
C -0.54976 1.16050 1.33594
C 1.03684 -0.76228 1.78509
C 0.58152 0.63341 2.21310
C -1.18991 0.33204 -2.28570
N -0.92857 1.07565 -1.07954
O 0.67287 -2.15480 -0.10617
O -1.39772 1.94220 1.76098
H 0.48141 -1.53255 2.33174
H 2.09691 -0.90901 2.01366
H 1.40269 1.34883 2.13664
H 0.24223 0.63250 3.24892
H -0.38735 0.48053 -3.01162
H -1.26159 -0.72592 -2.03826
H -2.12896 0.65666 -2.73643
H 0.56357 -2.18728 -1.06826
H -0.90266 2.08991 -1.19079
```

---

Stability ranking, top entry: run 1; the second entry is 23.2 kJ/mol less favorable.

---

Run 1
ORCA calculation (ωB97M-V/def2-TZVPD) on C5H8OS in the gas phase.

Kohn-Sham gap ... 9.9 eV
2S+1 ... 1
Charge ... 0
HOMO ... -9.111 eV
E_LUMO ... 0.79 eV

```
15
C5H8OS, DFT ωB97M-V/def2-TZVPD
O -0.23346 1.85864 -0.53216
C -0.51404 0.90192 0.49285
C -1.87804 0.26123 0.15597
C -1.57409 -1.18790 -0.39247
C -0.36936 -1.52577 -0.17920
C 0.29954 -0.29479 0.56749
S 1.94731 -0.21178 -0.02717
H 0.60955 2.15254 -0.65248
H -0.46424 1.42544 1.45874
H -2.20694 -0.04705 1.07692
H -2.60844 0.96793 -0.37376
H -2.43547 -1.82405 -0.87799
H 0.29783 -2.46812 -0.17469
H 0.20614 -0.55086 1.63726
H 1.52818 -0.06461 -1.26987
```

---

Run 2
ORCA calculation (ωB97M-V/def2-TZVPD) on C5H8OS in the gas phase.

Kohn-Sham gap ... 9.4 eV
2S+1 ... 1
Charge ... 0
HOMO ... -8.638 eV
E_LUMO ... 0.72 eV

```
15
C5H8OS, DFT ωB97M-V/def2-TZVPD
C 1.24582 -1.99382 -0.06450
C 0.59885 -0.82186 -0.20356
O 1.09134 0.15062 -1.01872
C 0.49033 1.42990 -0.64553
C -0.32425 1.10400 0.60273
C -0.66340 -0.33528 0.44105
S -2.06207 -0.61929 -0.70000
H 0.74281 -2.74553 0.47514
H 2.19223 -2.11739 -0.58863
H 1.33125 2.16517 -0.58627
H -0.12088 1.74830 -1.46847
H 0.35085 1.29408 1.46170
H -1.09036 1.81329 0.70770
H -0.80956 -0.88550 1.33684
H -2.97298 -0.18668 0.25050
```

---

Stability ranking, top entry: run 2; the second entry is 114.7 kJ/mol less favorable.

---

Run 1
ORCA calculation (ωB97M-V/def2-TZVPD) on 2 unconnected molecules or ions with the total composition CH4N2P2.

Kohn-Sham gap ... 7.8 eV
2S+1 ... 1
Charge ... 0
HOMO ... -8.310 eV
E_LUMO ... -0.51 eV

```
9
CH4N2P2, DFT ωB97M-V/def2-TZVPD
C 2.12704 0.85648 -1.06663
N 2.10324 1.27309 0.00954
N -0.84025 -0.70857 0.46282
P -2.24387 1.52980 -0.98419
P -2.39301 0.02234 0.43486
H 1.89030 1.88753 0.78481
H -0.58018 -1.54526 0.91030
H -0.07561 -0.58856 -0.17655
H -1.28393 0.95016 -1.80500
```

---

Run 2
ORCA calculation (ωB97M-V/def2-TZVPD) on CH4N2P2 in the gas phase.

Kohn-Sham gap ... 8.5 eV
2S+1 ... 1
Charge ... 0
HOMO ... -7.851 eV
E_LUMO ... 0.61 eV

```
9
CH4N2P2, DFT ωB97M-V/def2-TZVPD
H 0.44323 1.23305 2.30074
N 1.03633 0.48240 1.91543
C 0.77029 -0.57816 1.31956
P 1.34139 -1.93552 0.39885
P -0.85849 -1.41622 0.58723
N -1.12224 -0.06542 -0.44440
H 1.74832 -0.90362 -0.45440
H -1.95859 0.22969 -0.75553
H -0.61944 0.65271 -0.00124
```

---

Stability ranking, top entry: run 1; the second entry is 12.9 kJ/mol less favorable.

---

Run 1
ORCA calculation (ωB97M-V/def2-TZVPD) on a gas-phase ion, C5H8NS (charge +1).

Kohn-Sham gap ... 8.3 eV
2S+1 ... 1
Charge ... +1
HOMO ... -14.249 eV
E_LUMO ... -5.94 eV

```
15
C5H8NS, DFT ωB97M-V/def2-TZVPD
C -0.39974 -0.57398 1.32354
C 1.19259 -1.06289 -0.13161
C 0.55354 0.19622 0.00352
C 1.18906 1.52694 -0.08004
C -1.81734 -0.43908 -0.68147
N -0.90514 0.11218 0.28713
S 0.35442 -2.25303 0.70926
H -0.14024 -0.21831 2.30138
H 2.14622 -1.21648 -0.61413
H 1.32178 1.79867 -1.12875
H 2.16290 1.53521 0.40462
H 0.54814 2.27596 0.37677
H -1.62778 -1.49453 -0.90476
H -1.75502 0.15502 -1.59022
H -2.82340 -0.34190 -0.27525
```

---

Run 2
ORCA calculation (ωB97M-V/def2-TZVPD) on a gas-phase ion, C5H8NS (charge +1).

Kohn-Sham gap (alpha / beta) ... 8.0 / 8.0 eV
2S+1 ... 1
Charge ... +1
HOMO (alpha / beta) ... -13.210 / -13.210 eV
E_LUMO (alpha / beta) ... -5.26 / -5.26 eV

```
15
C5H8NS, DFT ωB97M-V/def2-TZVPD
C -0.81497 -1.67139 -0.13724
C 0.55791 -1.59381 -0.25157
S 2.00758 -0.67859 0.16027
C 1.73724 1.22921 0.22280
C 0.11469 1.12530 -0.34326
C -1.12645 0.58589 0.36828
N -1.68577 -0.62171 0.30569
H -1.47482 -2.41721 -0.42320
H 0.80898 -2.60135 -0.61222
H 2.47429 1.63799 -0.40071
H 1.76977 1.71523 1.15814
H -0.30249 2.13583 -0.73095
H 0.13765 0.50599 -1.16265
H -1.65783 1.36356 1.03633
H -2.54577 -0.71495 0.81030
```

---

Stability ranking, top entry: run 2; the second entry is 40.9 kJ/mol less favorable.